Entry P
The following is a quantum chemistry calculation of an isolated molecule of C3H6O2, from the Open Molecules 2025 dataset.

Total charge: 0
Structure (SMILES): O[C@@H]1C[C@@H]1O

Positions of all 11 atoms, in Å:
O1 -0.35702 -0.68582 1.11783
O2 0.33240 1.52392 0.49479
C1 0.29793 -0.92693 -0.11477
C2 0.48217 0.57057 -0.57511
C3 -0.54386 -0.33497 -1.19947
H1 0.24486 0.85048 1.39901
H2 0.59068 -2.10271 -0.06177
H3 -0.32899 -0.87510 -2.15258
H4 -1.75778 -0.36246 -0.95423
H5 1.34132 0.81410 -1.02339
H6 -1.31063 -0.88122 1.22809

Want to see where the charge sits? The natural (NBO) charges in e are: number 1, O, carries -0.764; number 2, O, carries -0.725; number 3, C, carries -0.010; number 4, C, carries 0.122; number 5, C, carries -0.474; number 6, H, carries 0.505; number 7, H, carries 0.219; number 8, H, carries 0.236; number 9, H, carries 0.209; number 10, H, carries 0.190; number 11, H, carries 0.491


Entry Q
The following is a quantum chemistry calculation of an isolated molecule of C3H6O2, from the Open Molecules 2025 dataset.

Total charge: 0
Structure (SMILES): C[C@H](O)C=O

Positions of all 11 atoms, in Å:
O1 0.53622 1.09098 -2.05544
O2 0.70920 0.88276 1.17723
C1 -0.14789 0.71233 -1.10578
C2 0.46818 -0.01339 0.10767
C3 -0.58871 -1.01507 0.49523
H1 -1.00618 -1.41152 -0.48750
H2 -1.15950 1.11778 -0.93693
H3 -0.16797 -1.80523 1.12299
H4 -1.43661 -0.55364 1.01199
H5 1.39958 1.50056 0.87463
H6 1.39369 -0.50557 -0.20408

Want to see where the charge sits? The natural (NBO) charges in e are: number 1, O, carries -0.510; number 2, O, carries -0.697; number 3, C, carries 0.404; number 4, C, carries -0.009; number 5, C, carries -0.627; number 6, H, carries 0.213; number 7, H, carries 0.120; number 8, H, carries 0.227; number 9, H, carries 0.225; number 10, H, carries 0.477; number 11, H, carries 0.177


Most favorable first, least favorable last: entry Q, entry P